(i)
Molecular formula: C4H8N4
Method: DFT, ωB97M-V with the def2-TZVPD basis set

Values from the calculation:
E_HOMO   -7.56 eV
SMILES string   [H]/N=C(\C)c1[nH][nH]c1N
Orbital gap   8.53 eV

Each atom is followed by the atoms it is bonded to, with distances in Å.
Atoms and positions in Å:
1 H 1.609 -2.251 -0.120  N2 1.064
2 N 0.700 -1.710 -0.227  H1 1.064, C3 1.281
3 C 0.953 -0.454 -0.203  N2 1.281, C4 1.576, C5 1.426
4 C 2.276 0.312 -0.588  C3 1.576, H10 1.190, H11 1.102, H12 1.152
5 C -0.237 0.288 0.055  C3 1.426, N6 1.524, C8 1.354
6 N -0.511 1.783 0.165  C5 1.524, N7 1.491, H13 0.951
7 N -1.965 1.516 0.356  N6 1.491, C8 1.782, H14 1.120
8 C -1.475 -0.197 0.310  C5 1.354, N7 1.782, N9 1.292
9 N -2.104 -1.322 0.394  C8 1.292, H15 1.017, H16 1.017
10 H 1.880 1.002 -1.472  C4 1.190
11 H 2.988 -0.393 -1.048  C4 1.102
12 H 2.830 0.778 0.308  C4 1.152
13 H -0.356 2.262 -0.641  N6 0.951
14 H -2.242 1.837 1.393  N7 1.120
15 H -2.947 -1.396 0.957  N9 1.017
16 H -1.399 -2.056 0.362  N9 1.017



(ii)
Molecular formula: C4H8N4
Method: DFT, ωB97M-V with the def2-TZVPD basis set

Values from the calculation:
E_HOMO   -7.41 eV
Orbital gap   8.34 eV

Each atom is followed by the atoms it is bonded to, with distances in Å.
Atoms and positions in Å:
1 C -0.179 2.084 0.273  C2 1.404, N5 1.323, H9 1.072
2 C -1.228 1.151 0.227  C1 1.404, N6 1.293, H10 1.088
3 C 1.145 0.479 -0.608  N5 1.239, N8 1.302
4 C -1.876 -1.071 -0.381  N6 1.426, H11 1.093, H12 1.095, H13 1.098
5 N 0.991 1.605 -0.116  C1 1.323, C3 1.239
6 N -0.914 -0.042 -0.160  C2 1.293, C4 1.426
7 N 2.402 -1.142 0.638  N8 1.429, H14 1.020, H15 1.022
8 N 1.947 -0.546 -0.578  C3 1.302, N7 1.429, H16 1.011
9 H -0.272 3.120 0.534  C1 1.072
10 H -2.244 1.450 0.474  C2 1.088
11 H -1.698 -1.524 -1.361  C4 1.093
12 H -1.756 -1.856 0.373  C4 1.095
13 H -2.909 -0.700 -0.343  C4 1.098
14 H 3.030 -0.488 1.106  N7 1.020
15 H 1.612 -1.309 1.264  N7 1.022
16 H 1.949 -1.210 -1.341  N8 1.011



Which of the structures shown above is the most stable? The most stable is (ii).